1.
This record from OMol25 describes the molecule C21H26N2O2S. The level of theory is the ωB97M-V functional and the def2-TZVPD basis.

Geometry (Å):
N -1.519 -1.004 0.346
C 3.784 1.023 0.489
H -4.445 -3.395 -0.589
H 6.313 1.061 -2.316
C -5.555 1.336 -0.367
H 6.186 1.512 0.712
H -4.739 -1.963 -2.517
H 7.435 2.047 -1.374
C 4.520 -0.912 -0.858
C -0.202 -0.550 0.419
H -2.889 -2.727 -1.050
C 6.417 1.672 -1.421
H 4.587 -3.034 -0.476
C 0.283 0.189 -0.661
H -7.012 2.354 0.812
H -0.359 0.380 -1.510
C -5.958 2.210 0.626
C 2.406 0.435 0.438
C -4.586 -1.507 -1.539
C -2.226 -1.740 1.242
H 1.937 1.258 -1.485
N 4.745 0.349 -0.185
S -3.643 0.030 -1.885
H 5.737 2.517 -1.496
H -2.205 1.724 -0.082
H 2.547 -0.453 2.378
C -5.018 2.906 1.368
C -3.858 -2.474 -0.614
H 6.797 0.029 -0.062
C 4.699 -2.107 0.079
H -4.115 -2.639 1.541
C 0.626 -0.785 1.513
C -3.678 -1.948 0.820
C -3.256 1.853 0.123
C 6.101 0.865 -0.165
H 3.950 -2.081 0.867
H -6.295 0.817 -0.959
O -1.790 -2.185 2.281
H -5.337 3.586 2.143
C -3.669 2.734 1.107
C -4.203 1.141 -0.600
H -4.187 -0.988 0.940
H -2.021 -0.690 -0.482
H 5.231 -0.983 -1.685
H 0.251 -1.348 2.351
H -2.930 3.281 1.673
H 3.510 -0.927 -1.274
C 1.574 0.678 -0.649
H 5.685 -2.092 0.537
H -5.551 -1.220 -1.125
O 4.010 2.051 1.102
C 1.915 -0.287 1.518

The orbital gap comes out at 8.873 eV. The value obtained for the energy above the lowest of the compared OMol25 structures with the same formula, charge and spin is 42.3 kJ/mol. As for the SMILES: CCN(CC)C(=O)c1ccc(NC(=O)CCCSc2ccccc2)cc1. As for the charge: 0. The energy comes out at -40110.7283 eV.

These are the natural (NBO) partial charges, in e, on atoms 1 to 4: -0.674 0.674 0.221 0.197

***

2.
This record from OMol25 describes a structure of composition C2H7N3P at a distorted geometry. The level of theory is the ωB97M-V functional and the def2-TZVPD basis.

Geometry (Å):
C -0.777 0.200 -0.671
H 2.480 -0.406 2.126
H -1.969 -1.512 -0.096
C 0.536 0.550 -0.517
N 1.326 -0.479 -0.022
H -2.662 0.577 -1.295
H 0.941 1.589 -0.571
N -0.973 -1.067 -0.209
H 2.203 -0.262 0.319
H 2.042 -0.311 2.775
N -1.757 0.993 -1.138
P 0.427 -1.871 0.267
H -1.817 1.997 -0.968

The orbital gap comes out at 8.000 eV. The value obtained for the energy above the lowest of the compared OMol25 structures with the same formula, charge and spin is 161.2 kJ/mol. As for the charge: +1. The energy comes out at -15939.3476 eV.

These are the natural (NBO) partial charges, in e, on atoms 1 to 4: 0.332 -0.065 0.477 -0.092

***

3.
This record from OMol25 describes a cluster of 2 separate species, C4H13N2O in total at a distorted geometry. The level of theory is the ωB97M-V functional and the def2-TZVPD basis.

Geometry (Å):
H 1.472 -0.926 0.592
H 0.652 -2.071 -1.778
H -1.986 1.894 0.867
H -2.678 0.470 0.237
H 2.788 0.896 1.040
H -1.676 -0.592 2.097
H -0.398 0.685 2.106
H -1.349 1.565 -1.377
H 0.087 1.563 -0.308
N 0.626 -1.432 0.263
H -0.137 -1.021 0.864
C -0.756 0.979 -0.683
C -1.723 0.863 0.574
O 2.553 0.787 0.120
H -1.194 -0.314 -2.363
C -0.484 -0.260 -1.552
N -1.118 0.128 1.685
C 0.212 -1.307 -1.143
H 0.766 -2.376 0.622
H 2.883 1.466 -0.469

The orbital gap comes out at 10.237 eV. The value obtained for the energy above the lowest of the compared OMol25 structures with the same formula, charge and spin is 255.0 kJ/mol. As for the charge: +1. The energy comes out at -9378.9406 eV.

These are the natural (NBO) partial charges, in e, on atoms 1 to 4: 0.450 0.236 0.207 0.214

***

4.
This record from OMol25 describes the molecule C5H12BrPS at a distorted geometry. The level of theory is the ωB97M-V functional and the def2-TZVPD basis.

Geometry (Å):
H 2.811 0.269 1.705
H 2.985 0.127 -0.527
H 1.364 -0.875 2.270
S -1.052 -2.430 0.351
H 1.511 0.715 2.797
H -0.629 0.160 -1.928
H 2.153 -1.424 -0.283
C -1.212 0.431 -1.068
C 1.127 0.338 0.494
H -3.023 0.710 -2.234
C -2.691 0.170 -1.327
Br -1.550 0.498 2.153
H -3.396 0.536 -0.450
H 1.631 -0.300 -1.587
H -2.991 -0.971 -1.246
C 2.054 -0.378 -0.530
P -0.591 -0.567 0.360
H -1.146 1.530 -0.965
C 1.767 0.083 1.878
H 0.876 1.377 0.136

The orbital gap comes out at 9.658 eV. The value obtained for the energy above the lowest of the compared OMol25 structures with the same formula, charge and spin is 6.4 kJ/mol. As for the SMILES: CC[P@](=S)(Br)C(C)C. As for the charge: 0. The energy comes out at -95546.7074 eV.

These are the natural (NBO) partial charges, in e, on atoms 1 to 4: 0.218 0.216 0.236 -0.458

***

5.
This record from OMol25 describes a structure of composition C27H24CdCl2N5O7Si. The level of theory is the ωB97M-V functional and the def2-TZVPD basis.

Geometry (Å):
H -0.741 2.142 -4.594
C -0.352 4.297 0.402
O -1.497 3.470 5.536
H -2.065 -4.141 -0.152
N 2.958 -0.787 0.432
Cd 0.698 -0.282 1.063
H -4.877 1.946 -2.092
C 0.302 1.922 2.899
Cl -0.031 4.475 -1.344
C -3.490 1.093 -0.648
H 6.250 -0.856 -0.167
H -1.786 -2.431 -0.510
H -0.098 -4.832 -2.467
O -1.898 0.546 5.293
H -0.130 5.231 0.900
H -4.662 0.256 2.419
C 4.503 1.008 0.872
C -0.055 3.150 3.603
C -0.234 0.796 3.568
H 1.589 1.588 -3.994
H 5.154 0.973 1.748
C -1.426 -3.283 0.073
C -0.511 1.724 -3.627
H 3.293 -3.908 -0.810
C -2.644 0.018 1.712
Cl -2.057 3.906 0.702
O -0.055 -0.409 3.187
H 0.747 -5.070 1.671
C 0.506 -3.971 -2.170
C 0.861 -5.214 0.595
C 4.224 -0.382 0.371
O -2.868 1.978 -5.178
H -2.269 -0.420 2.631
C 5.227 -1.203 -0.125
Si 0.367 -3.648 -0.319
C -0.963 2.735 4.739
C -1.539 1.492 -2.693
H 3.574 1.503 1.152
C 4.869 -2.482 -0.553
H 1.901 -5.489 0.407
C 1.052 0.881 -2.033
N 0.111 0.669 -1.143
C -3.852 1.655 -1.906
H 0.152 -3.101 -2.729
C 2.574 -2.037 0.026
C 0.781 1.415 -3.296
O 0.973 1.839 1.810
N 1.267 -2.276 0.160
O 0.256 4.296 3.313
H -5.450 1.210 0.245
H 0.233 -6.058 0.297
N -3.433 2.335 -4.160
H 2.062 0.622 -1.731
C -2.162 0.724 -0.414
H -1.545 -3.036 1.131
H 0.261 3.486 0.787
H 1.537 -4.163 -2.476
N -1.763 0.178 0.745
C -1.128 1.234 4.644
C -1.165 0.960 -1.446
C -2.932 1.819 -2.877
O -4.404 3.063 -4.137
C 3.565 -2.913 -0.485
C -3.992 0.389 1.581
H 5.012 1.601 0.110
H 5.630 -3.150 -0.942
C -4.418 0.915 0.393

The orbital gap comes out at 5.192 eV. The value obtained for the energy above the lowest of the compared OMol25 structures with the same formula, charge and spin is 0.0 kJ/mol. As for the charge: -1. The energy comes out at -87661.9295 eV.

These are the natural (NBO) partial charges, in e, on atoms 1 to 4: 0.241 -0.384 -0.535 0.226

***

6.
This record from OMol25 describes a cluster of 3 separate species, C38H37ClFN2O4 in total at a distorted geometry. The level of theory is the ωB97M-V functional and the def2-TZVPD basis.

Geometry (Å):
H 3.467 -0.649 0.377
H 5.859 -2.552 3.307
C 3.998 -1.595 4.109
O 0.548 -1.822 -1.535
H -4.152 2.406 4.414
C 2.466 -5.247 -2.991
H -2.132 4.081 -2.312
H 2.408 -3.483 -1.776
O -2.205 3.390 0.092
H 4.953 0.630 1.611
H -7.597 2.853 1.912
H 6.121 -0.275 0.648
H 2.260 -2.386 3.189
H -6.612 2.437 4.134
H 2.242 -6.942 -4.293
C 1.764 2.424 2.375
C -4.025 3.687 -1.367
H 7.582 -0.658 2.448
C -5.695 3.082 0.937
C 4.846 -2.264 2.959
C -0.051 -4.481 -3.894
C -3.417 3.387 -0.048
H -3.125 4.559 -4.516
H 0.835 -0.789 1.282
H 3.239 0.331 2.856
H -0.093 1.604 1.650
C -1.968 -2.795 -3.920
C -4.309 3.091 1.100
C -3.205 4.024 -2.442
H -1.401 -0.295 -1.695
C 5.587 -0.295 1.631
H 1.237 1.452 0.493
O -7.504 3.252 -0.549
C -5.409 3.631 -1.540
C -3.756 2.838 2.353
H 6.360 -0.204 3.765
H -5.577 4.419 -4.831
C -6.301 3.315 -0.397
H 3.451 -5.540 -2.649
C -3.764 4.292 -3.683
H -4.693 -0.832 -4.378
O -1.960 -4.739 -5.237
H 2.841 2.328 2.105
H 4.332 -3.244 2.779
C -3.184 -2.354 -4.438
C 0.533 -5.652 -4.370
H 4.006 -2.323 4.952
H 0.451 -0.335 2.943
C 6.684 -0.067 2.719
C 1.880 -4.089 -2.501
N 4.828 -1.560 1.678
C 7.094 1.454 2.616
C 0.618 -3.705 -2.946
Cl 1.692 2.174 4.179
C -4.584 2.598 3.440
H 2.919 -2.214 1.135
H 1.972 -1.175 4.354
C 1.788 -6.034 -3.918
C 2.625 -0.507 2.469
C -1.376 -4.062 -4.416
C 0.988 1.342 1.571
C -5.967 2.612 3.282
F 6.324 2.130 3.565
H -2.681 2.832 2.480
H -3.555 0.476 -2.606
C -3.110 -0.440 -2.977
C -5.965 3.887 -2.791
C -0.008 -2.475 -2.404
H 6.738 1.832 1.633
H 0.011 -6.263 -5.096
C 1.155 -0.107 2.110
H -7.037 3.835 -2.930
C -6.522 2.848 2.032
H -3.686 -2.926 -5.208
C -1.898 -0.873 -2.463
C -1.319 -2.046 -2.939
H 8.176 1.622 2.736
C -3.750 -1.176 -3.970
C -5.143 4.216 -3.860
N 2.585 -1.512 3.606
H 4.378 -0.615 4.437
C 3.421 -1.231 1.312
H 1.476 3.457 2.110

The orbital gap comes out at 8.636 eV. The value obtained for the energy above the lowest of the compared OMol25 structures with the same formula, charge and spin is 89.2 kJ/mol. As for the charge: +1. The energy comes out at -66410.9252 eV.

These are the Mulliken partial charges, in e, on atoms 1 to 4: 0.388 0.383 -0.462 -0.710